Below is 2 unconnected molecules or ions with the total composition C5H15NO at a distorted geometry, with properties calculated with the ωB97M-V functional and the def2-TZVPD basis.

```
22
Properties=species:S:1:pos:R:3:forces:R:3
C -1.17507 -1.99830 0.21544 -0.161 0.127 -0.063
C 0.06679 -1.91473 -0.65396 -0.048 -0.290 0.418
N 1.07576 -1.02732 -0.07117 0.158 -0.625 -0.467
C 2.25609 -0.87694 -0.92219 0.093 -0.008 0.301
H -1.63826 -1.01834 0.32741 0.088 0.034 0.079
H -1.91680 -2.64253 -0.25404 0.022 -0.106 -0.018
H -0.96263 -2.40576 1.20499 0.063 0.021 0.016
H 0.47419 -2.92361 -0.79116 0.042 0.026 -0.191
H -0.20582 -1.50686 -1.62661 0.106 0.004 -0.073
H 1.31617 -1.30088 0.86866 0.133 -0.259 0.146
H 0.48744 0.26080 -0.00876 -0.894 1.844 0.060
H 2.81390 -1.80883 -1.04568 -0.042 -0.076 -0.059
H 2.91976 -0.13122 -0.48809 -0.015 0.037 -0.026
H 1.93140 -0.52069 -1.89709 0.012 0.034 -0.030
C -0.80841 1.74719 0.77920 -0.027 -0.386 0.168
O 0.11144 1.26807 -0.15189 0.523 -0.517 -0.336
C -1.09232 3.21419 0.54122 0.070 0.196 -0.062
H -0.43150 1.62700 1.80741 -0.032 -0.001 0.045
H -1.75068 1.17615 0.72541 -0.058 0.108 0.055
H -1.80260 3.60026 1.27442 -0.019 -0.018 0.029
H -1.50008 3.39142 -0.45521 -0.006 -0.119 -0.010
H -0.16878 3.79093 0.62169 -0.006 -0.025 0.019
```
Forces are in eV/Å.

Its frontier orbital gap is 9.70 eV. As for the relative energy (zero: lowest compared OMol25 entry of this formula, charge and spin): 25.8 kcal per mole. For the maximum force, the calculation gives 2.1 eV/Å. The HOMO energy comes out at -8.8 eV. The value obtained for the LUMO energy is 1.0 eV.

Below is a single C10H10N2 molecule at a distorted geometry, with properties calculated with the ωB97M-V functional and the def2-TZVPD basis.

```
22
Properties=species:S:1:pos:R:3:forces:R:3
C -2.26746 1.86536 0.85570 1.453 1.105 -1.264
C -2.47523 1.44312 -0.43228 -2.044 -0.403 -1.550
C -1.02110 1.52053 1.41150 -1.511 0.132 2.112
C -1.64127 0.45192 -1.02279 -2.676 1.379 -1.698
C -0.25222 0.49656 0.95171 -3.676 0.839 -4.400
C -0.63381 -0.05211 -0.35859 3.678 -0.759 4.066
C 0.79570 0.01969 1.61994 3.265 -0.826 3.440
C 1.42755 -0.63097 -1.52393 2.117 0.640 -2.139
C 0.23437 -1.16585 -0.84313 -1.671 -0.412 -0.825
C 2.16057 -1.30275 -2.47538 0.558 3.765 2.245
N 2.11102 -1.34925 3.04179 0.142 0.549 2.029
N 1.36628 -0.44488 2.54750 0.194 -1.316 -1.544
H -2.82635 2.70937 1.26346 -0.077 -0.574 0.109
H -3.39682 1.76682 -1.02574 1.443 -0.337 0.970
H -0.83191 1.86540 2.41508 0.309 0.410 0.141
H -1.81036 0.06314 -2.04495 -0.258 0.383 0.663
H 0.51999 -1.86439 -0.03557 -0.402 0.128 -0.365
H -0.47768 -1.60379 -1.58422 1.085 -0.746 0.419
H 3.06886 -0.75660 -2.86688 -1.203 -0.866 0.209
H 1.64725 0.47850 -1.27631 -0.021 -1.973 -0.546
H 2.04166 -2.31907 -2.70007 -0.396 -1.215 -0.399
H 2.26098 -1.19076 4.08314 -0.307 0.096 -1.674
```
Forces are in eV/Å.

Its frontier orbital gap (spin up / spin down) is 8.02 / 8.02 eV. As for the relative energy (zero: lowest compared OMol25 entry of this formula, charge and spin): 127.8 kcal per mole. For the maximum force, the calculation gives 5.8 eV/Å. The HOMO energy (spin up / spin down) comes out at -7.7 / -7.7 eV. The value obtained for the LUMO energy (spin up / spin down) is 0.4 / 0.4 eV.

Below is 2 unconnected molecules or ions with the total composition C5H13NO2 at a distorted geometry, with properties calculated with the ωB97M-V functional and the def2-TZVPD basis.

```
21
Properties=species:S:1:pos:R:3:forces:R:3
C 1.14515 -1.58217 1.25142 0.451 -0.150 -1.283
N 0.53746 -1.23523 -0.03523 -0.188 -1.248 0.008
C -0.62547 -2.14928 -0.30989 1.055 3.024 -0.408
C 1.35610 1.12362 0.01160 1.921 -0.391 -0.563
C 0.21052 0.15732 -0.22509 -1.241 -0.332 2.438
C -0.88943 0.66415 0.76907 1.081 0.318 -1.625
O -1.35113 0.09365 1.71335 -0.244 0.160 0.066
H 0.44990 -1.48498 2.09701 0.577 0.475 0.089
H 2.10802 -1.04026 1.23081 -0.504 -0.168 1.061
H 1.39323 -2.64326 1.16383 0.120 0.010 0.163
H -0.93336 -1.67014 -1.24963 -0.719 -1.034 -0.087
H -0.25122 -3.15624 -0.44158 -0.315 -0.168 0.125
H -1.38211 -1.94858 0.46298 -0.043 -0.852 -0.240
H 1.06356 2.12529 -0.31411 0.437 -0.217 -0.095
H 1.94448 1.17329 0.94215 -1.450 -0.015 0.619
H 2.20686 0.68880 -0.53821 -0.362 0.638 -0.961
H -0.18338 0.35446 -1.22721 0.138 -0.168 0.024
H -1.09834 1.71403 0.44603 -0.677 0.068 0.697
H -0.50717 2.29733 -3.41264 0.000 -0.015 -0.201
H -0.79880 3.35413 -2.34913 0.019 -0.093 -0.047
O -0.49882 2.44546 -2.46592 -0.057 0.157 0.221
```
Forces are in eV/Å.

Its frontier orbital gap is 8.29 eV. As for the relative energy (zero: lowest compared OMol25 entry of this formula, charge and spin): 60.2 kcal per mole. For the maximum force, the calculation gives 3.2 eV/Å. The HOMO energy comes out at -7.8 eV. The value obtained for the LUMO energy is 0.4 eV.

Below is a single C3H5NO molecule at a distorted geometry, with properties calculated with the ωB97M-V functional and the def2-TZVPD basis.

```
10
Properties=species:S:1:pos:R:3:forces:R:3
C 1.21232 -0.56629 0.09894 0.238 -0.114 0.206
O 0.32382 -0.22178 -0.95392 0.019 0.064 -0.118
C -0.93605 0.33361 -0.67174 -0.223 0.082 0.049
C -1.10799 0.65766 0.75539 0.031 0.153 0.929
N -1.08123 0.85194 1.89431 -0.314 -0.048 -0.996
H 2.17054 -0.08760 -0.10873 0.008 -0.145 -0.040
H 1.33511 -1.65430 0.14204 0.003 0.159 -0.080
H 0.87721 -0.21940 1.08010 0.057 -0.087 -0.210
H -1.73559 -0.35221 -0.98571 0.132 0.065 0.159
H -1.05815 1.25836 -1.25067 0.049 -0.130 0.102
```
Forces are in eV/Å.

Its frontier orbital gap is 11.24 eV. As for the relative energy (zero: lowest compared OMol25 entry of this formula, charge and spin): 32.1 kcal per mole. For the maximum force, the calculation gives 1.0 eV/Å. The HOMO energy comes out at -10.4 eV. The value obtained for the LUMO energy is 0.8 eV.

Below is a molecular structure, H2NaO at a distorted geometry, with properties calculated with the ωB97M-V functional and the def2-TZVPD basis.

```
4
Properties=species:S:1:pos:R:3:forces:R:3
O -0.46118 0.30399 -0.10289 -0.792 -0.223 -0.224
H -0.86740 0.95548 -0.71837 0.429 -0.648 0.626
H -1.20282 -0.28875 0.15573 0.659 0.697 -0.304
Na 2.53140 -0.97073 0.66554 -0.297 0.174 -0.098
```
Forces are in eV/Å.

Its frontier orbital gap is 10.36 eV. As for the relative energy (zero: lowest compared OMol25 entry of this formula, charge and spin): 11.6 kcal per mole. For the maximum force, the calculation gives 1.0 eV/Å. The total charge is +1. The HOMO energy comes out at -15.7 eV. The value obtained for the LUMO energy is -5.3 eV.

Below is a molecular structure, C6H12O6 at a distorted geometry, with properties calculated with the ωB97M-V functional and the def2-TZVPD basis.

```
24
Properties=species:S:1:pos:R:3:forces:R:3
O 1.09975 -1.17198 1.55492 1.298 2.148 -1.498
H 1.66516 -0.87491 0.76016 -0.844 -1.563 1.115
C 0.60548 0.22025 1.95326 8.130 -6.647 4.035
H 1.51870 0.70498 2.42516 -0.876 0.123 -1.184
H 0.16234 -0.11111 2.80355 -3.006 0.125 2.115
C 0.06736 0.78817 0.88243 -3.761 3.827 -6.283
O -0.39891 1.94242 1.45784 3.468 6.575 -0.710
H 0.48977 2.72081 1.37677 -4.076 -3.510 0.433
O 1.12407 1.08788 -0.22092 -0.542 -0.200 6.298
C 0.74611 0.84045 -1.42940 -3.638 -1.556 -8.018
H 1.51890 0.97233 -2.19823 0.348 0.750 0.693
C 0.30724 -0.64923 -1.81893 2.002 1.477 7.333
O 1.54685 -1.44334 -1.23190 -5.601 -2.709 -2.523
H 0.90402 -2.33715 -1.21224 3.083 2.534 0.614
C -0.85472 -0.88643 -0.78752 -5.680 -4.537 -0.145
O -0.88013 -2.29616 -0.03989 3.744 3.368 1.525
H -0.11604 -2.10102 0.79618 -2.537 -0.646 -3.077
C -1.25673 0.13905 0.30295 6.141 5.406 -10.086
O -2.05566 1.31633 -0.50452 2.434 -9.644 -4.254
H -2.12043 1.91015 0.09251 -0.761 6.825 6.543
H -1.73284 -0.17558 1.03261 -5.113 -3.251 6.414
H -2.00405 -1.16712 -1.41298 3.606 1.453 1.523
H -0.12655 -0.79464 -2.76106 0.579 -0.496 -1.722
H -0.20967 1.36584 -1.82074 1.603 0.146 0.859
```
Forces are in eV/Å.

Its frontier orbital gap is 10.28 eV. As for the relative energy (zero: lowest compared OMol25 entry of this formula, charge and spin): 187.2 kcal per mole. For the maximum force, the calculation gives 13.0 eV/Å. The HOMO energy comes out at -10.1 eV. The value obtained for the LUMO energy is 0.2 eV.

Q: Which value of relative energy (zero: lowest compared OMol25 entry of this formula, charge and spin) does entry 1 give?
A: 25.8 kcal per mole

Q: Among the records above, which one has the highest maximum force?
A: C6H12O6

Q: Which of these has the lowest relative energy (zero: lowest compared OMol25 entry of this formula, charge and spin)?
A: H2NaO